Below is C15H55AsF6O12 as an isolated structure in a non-equilibrium geometry, with properties calculated with ωB97M-V with the def2-TZVPD basis set.

Computed properties:
E_tot	-118159.1577	eV

CARTESIAN COORDINATES (ANGSTROEM)
1 O 13.58541 -23.26966 1.91907
2 H 14.18534 -23.18598 1.09673
3 H 14.05574 -23.65859 2.67237
4 H 12.71378 -23.65573 1.70209
5 As 14.91429 -19.09864 2.42892
6 F 13.41864 -18.69893 3.21695
7 F 14.12292 -19.20918 0.87932
8 F 16.42454 -19.58345 1.70605
9 F 15.77254 -19.12954 3.94874
10 F 14.55926 -20.81198 2.65249
11 F 15.23764 -17.43216 2.09346
12 C 13.02377 -19.20192 -3.47751
13 C 13.08202 -18.37726 -2.19828
14 C 14.49720 -17.85559 -1.95150
15 O 12.15849 -17.30531 -2.36646
16 H 13.27574 -18.56026 -4.32245
17 H 12.00630 -19.56431 -3.64217
18 H 13.67001 -20.07960 -3.42545
19 H 12.76184 -19.01859 -1.36412
20 H 15.19058 -18.69655 -2.03494
21 H 14.58915 -17.37750 -0.97873
22 H 14.74995 -17.14666 -2.74105
23 H 12.16084 -16.83173 -1.51572
24 C 9.17966 -22.12153 4.00687
25 C 10.52338 -22.66998 4.49310
26 C 11.60095 -21.60632 4.36487
27 O 10.46808 -23.02560 5.86006
28 H 8.40113 -22.88643 4.02768
29 H 9.28224 -21.73469 2.99328
30 H 8.87863 -21.29214 4.64880
31 H 10.77422 -23.52591 3.84831
32 H 11.36637 -20.72840 4.96201
33 H 11.69616 -21.29960 3.32011
34 H 12.58189 -22.03364 4.58538
35 H 9.82263 -23.71960 6.02205
36 C 18.77088 -17.25605 1.45229
37 O 17.75583 -16.27827 1.36030
38 H 19.11148 -17.39085 2.48442
39 H 18.41531 -18.21417 1.08086
40 H 19.61573 -16.95821 0.83227
41 H 16.89432 -16.65814 1.58251
42 C 15.03113 -20.00101 7.03378
43 O 14.03566 -19.51695 7.93013
44 H 14.68383 -19.92543 5.99964
45 H 15.93264 -19.39505 7.08500
46 H 15.27452 -21.03365 7.29932
47 H 13.28700 -20.11737 7.89067
48 C 17.83411 -21.98614 3.60084
49 O 18.31565 -20.72336 4.01014
50 H 18.60070 -22.75502 3.53414
51 H 17.13066 -22.32824 4.37373
52 H 17.28655 -21.92538 2.65485
53 H 17.59287 -20.08805 3.93444
54 C 14.71952 -21.74221 -0.43992
55 O 14.83170 -23.18427 -0.27616
56 H 15.53283 -21.25180 0.09272
57 H 14.68269 -21.43306 -1.47966
58 H 13.80520 -21.51784 0.10326
59 H 15.38000 -23.59467 -0.94855
60 C 11.83011 -17.62620 6.00467
61 O 11.83056 -16.87280 4.80186
62 H 12.69241 -18.29725 6.07566
63 H 11.93664 -16.96106 6.86148
64 H 10.91524 -18.22180 6.10055
65 H 12.14456 -17.49627 4.13944
66 C 11.13099 -21.06408 0.57935
67 O 11.18890 -22.42192 1.03220
68 H 10.95646 -21.00854 -0.49649
69 H 10.32237 -20.52374 1.07593
70 H 12.07522 -20.58137 0.82082
71 H 10.40415 -22.89677 0.74483
72 C 15.60444 -16.52738 5.81156
73 O 16.14882 -15.41160 6.49574
74 H 15.29355 -16.30181 4.78334
75 H 16.37832 -17.28976 5.67178
76 H 14.74650 -16.92731 6.34372
77 H 16.95916 -15.15929 6.04686
78 C 12.42433 -16.22680 1.30428
79 O 12.14103 -15.76970 -0.01687
80 H 12.80851 -17.24312 1.30054
81 H 13.31878 -15.70686 1.66403
82 H 11.59985 -16.10875 2.00538
83 H 12.22597 -14.81357 -0.00997
84 C 19.57619 -20.93732 0.77242
85 O 19.45319 -21.86870 -0.31431
86 H 20.39120 -20.23534 0.59770
87 H 18.62919 -20.42532 0.91369
88 H 19.72956 -21.47917 1.70889
89 H 20.16929 -22.49760 -0.19384

Force components x, y, z for each atom (eV/Å):
O 0.2 0.0 0.3
H 0.3 -0.6 -0.6
H -0.2 0.0 0.1
H -0.2 0.4 0.0
As 0.5 -1.0 -0.1
F 0.2 -0.1 -0.1
F -0.1 0.0 0.2
F -0.1 0.2 -0.3
F -0.4 0.4 -0.2
F -0.1 0.1 0.1
F 0.0 -0.2 0.4
C -0.4 0.1 0.2
C 0.1 0.0 -0.5
C -0.3 -0.3 -0.3
O 0.2 -0.3 0.4
H 0.2 -0.1 -0.1
H 0.0 0.1 0.0
H 0.2 0.1 -0.1
H 0.1 0.1 0.1
H 0.2 0.1 0.3
H 0.1 0.0 0.0
H 0.0 0.1 0.0
H -0.2 0.3 -0.2
C 0.2 0.0 0.2
C -0.5 0.7 -0.4
C 0.2 -0.5 -0.8
O 0.3 -0.2 0.3
H 0.0 0.0 0.0
H -0.1 -0.1 -0.1
H 0.0 0.0 0.0
H 0.1 -0.2 0.2
H 0.2 -0.1 0.2
H -0.2 0.1 0.1
H 0.0 0.2 0.5
H -0.1 0.0 -0.2
C -0.3 -0.2 0.1
O -0.1 0.4 -0.1
H 0.1 0.0 0.0
H 0.0 -0.1 0.0
H 0.0 0.2 0.0
H 0.4 -0.1 0.0
C -0.4 -0.2 -0.1
O 0.2 0.3 0.1
H 0.0 -0.2 0.0
H -0.1 0.1 0.4
H 0.2 0.0 -0.3
H 0.0 0.0 0.0
C -1.2 0.2 0.6
O 0.6 -0.2 -0.3
H 0.4 0.4 0.0
H -0.1 -0.3 -0.2
H 0.1 0.0 -0.1
H 0.0 -0.1 0.0
C 0.2 -0.1 0.5
O -0.3 0.3 0.1
H 0.1 0.0 -0.2
H -0.1 -0.1 0.0
H 0.0 0.5 -0.4
H 0.2 0.0 0.2
C 0.2 -0.1 0.3
O 0.0 -0.3 0.1
H -0.1 0.0 -0.2
H -0.3 0.1 -0.1
H 0.0 0.1 0.1
H 0.1 0.3 -0.2
C -0.3 0.2 -0.1
O 0.2 -0.6 0.0
H 0.1 -0.1 0.0
H 0.1 0.0 0.1
H 0.0 0.0 0.1
H -0.1 0.2 -0.1
C 0.6 -0.3 -0.9
O -0.3 0.1 0.1
H -0.2 0.3 0.2
H -0.2 -0.2 0.3
H 0.1 0.1 0.2
H 0.0 0.0 0.0
C 1.3 0.3 0.3
O -0.3 -0.2 0.2
H -0.7 -0.2 -0.5
H -0.3 0.3 0.3
H -0.1 0.0 -0.1
H 0.0 0.0 -0.1
C -0.2 -0.6 0.2
O 0.0 0.2 0.2
H -0.1 0.1 0.0
H 0.0 0.2 -0.3
H 0.3 0.1 0.0
H 0.0 -0.1 -0.2

---

Below is a 13-piece molecular cluster, C15H56N12O13 overall in a non-equilibrium geometry, with properties calculated with ωB97M-V with the def2-TZVPD basis set.

Computed properties:
relative energy (zero: lowest compared OMol25 entry of this formula, charge and spin)	184.5	kcal/mol

CARTESIAN COORDINATES (ANGSTROEM)
1 C 6.15231 12.71618 -4.15593
2 C 6.70620 11.29377 -3.89182
3 O 7.73798 11.45717 -2.89982
4 H 5.67371 13.09172 -3.29611
5 H 5.30899 12.62696 -4.87952
6 H 6.72489 13.53839 -4.57756
7 H 7.11669 10.75501 -4.74383
8 H 5.93581 10.65548 -3.54445
9 H 7.32601 11.28913 -2.03163
10 C -0.23776 9.23380 -2.08508
11 C 1.23087 9.44041 -2.34118
12 O 1.77324 10.01212 -1.24355
13 H -0.55841 8.88313 -1.16029
14 H -0.62121 8.56288 -2.84462
15 H -0.73583 10.14678 -2.37968
16 H 1.31128 10.06629 -3.27672
17 H 1.70197 8.46908 -2.50063
18 H 1.39021 10.86774 -1.23162
19 C 5.92693 11.59867 -7.76992
20 O 6.73377 12.55229 -7.08479
21 N 6.33331 10.45880 -8.22850
22 N 4.64595 11.79587 -7.94801
23 H 7.29569 10.26469 -7.97682
24 H 5.84851 9.56633 -7.91234
25 H 4.15490 12.58328 -7.47156
26 H 4.18057 11.25804 -8.72322
27 C -0.54221 7.89074 -5.34264
28 O -1.86290 8.31830 -5.58869
29 N -0.10328 6.64639 -5.25460
30 N 0.42336 8.71384 -5.36555
31 H -0.69621 5.97618 -4.77231
32 H 0.86815 6.26231 -5.40021
33 H 0.24139 9.69985 -5.22740
34 H 1.29247 8.34405 -5.15112
35 C 3.39030 9.70431 -5.29098
36 O 3.20975 8.49451 -4.75172
37 N 3.55315 10.72312 -4.54151
38 N 3.12951 10.04861 -6.53052
39 H 3.76876 10.50893 -3.53733
40 H 3.46970 11.64966 -4.79560
41 H 3.00532 9.19236 -7.10770
42 H 3.76385 10.77822 -6.96359
43 C 2.47573 5.05596 -4.97667
44 O 2.47257 3.72954 -4.64186
45 N 2.74792 5.95917 -4.10406
46 N 2.06749 5.44159 -6.10590
47 H 2.94161 5.68874 -3.12349
48 H 3.01346 6.92091 -4.35911
49 H 1.87595 4.60715 -6.69006
50 H 2.21326 6.36615 -6.60692
51 C 1.99880 13.24271 -5.96819
52 O 3.41460 13.43749 -5.88836
53 N 1.45642 12.09300 -6.11756
54 N 1.12597 14.20588 -5.83631
55 H 2.09988 11.25244 -6.26643
56 H 0.46954 11.90257 -6.30202
57 H 1.67496 15.11010 -5.83873
58 H 0.11828 14.26139 -5.48611
59 C 3.24993 13.61435 -2.04778
60 O 3.67095 12.30065 -2.09095
61 N 3.07309 14.32893 -3.07474
62 N 2.83100 14.10071 -0.95055
63 H 3.31783 14.06803 -4.00873
64 H 2.64456 15.20197 -2.89002
65 H 3.02490 13.66547 -0.05350
66 H 2.50296 15.08318 -0.88451
67 C 5.03588 7.24753 -8.14543
68 O 5.35212 8.25475 -7.17501
69 H 4.65298 7.70044 -9.02852
70 H 4.33634 6.58559 -7.74419
71 H 5.98573 6.75876 -8.45081
72 H 5.48694 7.81886 -6.30807
73 C 4.35746 7.92258 -1.71899
74 O 4.22140 9.27586 -2.08440
75 H 4.79615 7.77993 -0.72850
76 H 4.95445 7.44944 -2.47553
77 H 3.34610 7.37097 -1.82469
78 H 3.36558 9.59445 -1.77352
79 C 1.74552 7.06264 -9.08600
80 O 1.92499 7.61939 -7.77673
81 H 0.71861 6.87381 -9.39064
82 H 2.25927 6.10960 -9.17721
83 H 2.16523 7.70559 -9.80911
84 H 1.08146 8.05822 -7.57280
85 C 0.36921 10.02809 -9.07016
86 O -0.44191 9.14363 -8.28979
87 H -0.12384 10.89362 -9.50905
88 H 0.81728 9.46660 -9.79591
89 H 1.07520 10.53330 -8.38584
90 H -0.70077 9.56533 -7.42547
91 C 0.27138 12.52480 -3.01238
92 O 0.50473 12.42261 -1.61086
93 H 1.23533 12.48882 -3.58877
94 H -0.07555 13.56317 -3.19809
95 H -0.43738 11.88806 -3.41969
96 H 1.11522 13.09862 -1.39284

Force components x, y, z for each atom (eV/Å):
C -1.4 -1.1 -2.1
C 1.0 2.2 0.1
O -0.2 -0.9 0.6
H -0.3 0.2 1.5
H 0.6 0.0 0.3
H 0.9 -0.6 0.0
H 0.3 0.5 -0.3
H -0.9 -0.4 0.7
H 0.3 0.1 -0.6
C -0.5 0.3 -3.2
C -1.7 -1.5 -1.5
O 2.1 -0.3 1.4
H -0.1 -0.4 1.8
H -0.2 -0.5 -0.1
H -0.5 0.4 0.6
H 0.4 -0.6 0.8
H 0.2 0.2 -0.3
H -0.3 1.9 0.6
C 5.2 6.9 4.9
O -4.3 -5.2 -4.0
N 2.3 -4.1 -0.4
N -4.0 1.0 -1.2
H 0.2 0.5 -0.3
H 0.0 1.6 -0.5
H 0.7 -0.4 -0.6
H 0.8 1.2 1.1
C -8.7 -0.1 -2.0
O 6.3 -2.0 1.7
N -1.1 -2.8 1.0
N 1.3 4.7 -0.7
H -0.2 0.2 -0.7
H -1.7 1.2 0.2
H 0.1 -0.4 -0.1
H 2.4 -0.1 0.8
C -1.5 -4.3 3.4
O 1.1 3.5 -2.8
N 1.5 -1.0 5.3
N 0.0 -1.7 -4.2
H -0.2 0.5 -1.2
H 0.3 2.2 -0.9
H 0.0 0.9 0.1
H -0.4 -1.1 0.6
C 1.3 -8.9 5.3
O -0.1 5.4 -1.6
N 1.6 2.4 3.9
N -0.8 0.3 -7.3
H -0.1 -0.1 -1.4
H -0.3 -0.5 0.1
H 0.1 1.1 0.2
H 0.0 -1.2 0.8
C 5.0 0.7 0.6
O -6.8 -0.7 -0.5
N 0.1 -4.6 -0.9
N -0.3 5.8 0.8
H -1.1 0.7 0.0
H 0.6 0.8 0.2
H -1.5 -1.1 0.2
H 2.3 -0.8 -0.9
C 3.5 -10.6 -0.9
O -1.6 5.9 0.2
N -0.4 2.4 -3.1
N -2.0 3.2 5.8
H 0.4 -0.3 -0.7
H -0.1 0.9 -0.6
H 0.1 -0.1 -0.6
H 0.6 -1.1 0.0
C 2.4 0.4 0.0
O -0.3 -1.0 0.6
H -0.5 0.7 -0.6
H -1.0 -1.3 0.5
H -0.7 -0.1 0.2
H -0.1 0.5 -0.6
C -1.8 -0.6 -0.7
O 0.6 -0.1 0.1
H -0.2 0.0 0.0
H 0.7 -0.3 -0.2
H 1.3 0.8 0.7
H -0.1 0.4 0.7
C 0.0 -0.8 0.3
O -0.4 -0.2 -0.6
H -0.3 0.2 0.5
H 0.2 -0.1 0.3
H 0.6 0.9 -0.9
H -0.2 0.2 0.1
C -1.0 2.0 3.1
O -0.2 0.7 0.6
H -0.8 -0.3 -0.3
H 1.3 -1.3 -1.8
H 0.5 -0.5 -0.4
H 0.0 -0.8 -1.2
C 2.5 3.2 0.1
O -1.6 -1.7 -0.8
H -0.8 -0.5 0.6
H -0.2 -0.4 -0.1
H -1.3 -1.6 -0.1
H 1.0 1.0 0.5